Record 1
29
Properties=species:S:1:pos:R:3 method="wB97M-V/def2-TZVPD" orbital_gap_ev=8.51 e_homo_ha=-0.2892 total_energy_ev=-26623.349 smiles="CC1=C[C@](C)([Si@H](C)I)C(C)=C1C" e_above_lowest_kcal_mol=0.0 charge=0
I -4.27391 -0.32197 0.08943
Si -2.25769 0.96105 -0.52312
C -0.91034 0.04612 0.65017
C 0.89504 -0.89789 -0.49698
C 0.05610 -1.99884 0.06188
C -0.99576 -1.47062 0.68800
C 0.47906 0.25375 0.03119
C 0.19361 -3.41742 -0.33154
C 2.04832 -1.07465 -1.50955
C -0.86763 0.67756 2.04737
C 1.18593 1.59814 -0.14893
C -2.77050 2.79014 -0.20331
H -0.24893 1.54424 2.13866
H -2.93474 3.27931 0.83003
H -0.52759 -0.05742 2.73354
H 2.06464 -0.26456 -2.15825
H -1.64616 0.83554 -1.84574
H 0.66961 2.45767 0.13798
H -3.53375 3.20733 -0.92781
H -1.82643 3.25543 -0.52046
H 3.02560 -1.21116 -0.87924
H 0.89359 -3.53242 -1.21217
H 2.05967 1.61526 0.48686
H 1.61732 1.75542 -1.13797
H -1.70381 -2.11193 1.25086
H 0.64895 -3.93225 0.44411
H 1.94954 -2.12388 -1.85066
H -1.90984 0.97160 2.22607
H -0.82325 -3.79311 -0.54868

=====

Record 2
85
Properties=species:S:1:pos:R:3 method="wB97M-V/def2-TZVPD" orbital_gap_ev=5.24 e_homo_ha=-0.0476 total_energy_ev=-118590.716 charge=-2
Ti 1.00255 0.41361 2.11503
Cl -3.47379 -0.40450 -1.96760
S 0.60282 3.88557 0.86402
P 0.03646 0.31359 -2.23483
O 2.31263 1.36746 3.39692
O 3.04761 1.15406 5.52023
O 2.41977 -2.61678 -0.15506
O -0.26475 4.12985 -0.24931
O -0.28459 1.57693 3.55566
O 1.70626 -0.60209 0.60926
O 2.01283 4.07982 0.68625
N 1.96722 -0.99774 2.96826
N 0.29447 2.43523 1.56369
N -7.71730 -4.79595 2.16988
C -6.73073 -4.20225 2.14909
C -4.85995 -3.19486 0.91067
C -0.80540 -0.71286 2.07596
C 2.68190 0.69438 4.45335
C 4.21373 -0.82874 -3.43083
C -0.04657 6.21116 2.39399
C 2.65409 -0.78098 4.14310
C 2.79669 1.09375 -2.06790
C 2.05958 0.10374 -2.72913
C -5.49882 -3.46218 2.12275
C -0.59521 -4.28046 -2.57686
C -3.66983 -2.49536 0.89176
C -0.15741 2.56749 2.82688
C -0.71384 -3.62508 -1.35780
C 3.47078 -3.04781 4.09316
C -0.37778 3.97793 3.24827
C 2.81923 -0.85758 -3.40736
C 3.36431 -1.76022 4.73723
C -0.31128 -3.54274 -3.71898
C 4.18297 1.15334 -2.09495
C -0.94506 5.83440 4.61237
C -0.86258 4.45776 4.45078
C -1.85881 -1.32381 2.07806
C -3.74992 -2.30354 3.29437
C 0.09802 2.51516 -5.72994
C -1.88544 0.54692 -1.57500
C 0.02589 4.84023 2.25215
C -0.55373 -2.24983 -1.28278
C -0.13144 -2.16705 -3.63307
C 2.14551 -1.79868 0.86577
C -0.54293 6.69986 3.59652
C -4.93645 -3.00784 3.31635
C -3.09123 -2.04132 2.08486
C 4.90492 0.18157 -2.77918
C 2.33344 -2.10810 2.19844
C 3.01910 -3.18846 2.81913
C -0.24422 -1.49701 -2.41534
C -1.07632 2.14524 -6.37457
C -1.55480 0.62742 -4.56470
C -0.37980 0.98885 -3.90476
C -1.89916 1.19717 -5.78598
C 0.44331 1.93704 -4.51701
H -0.22446 -4.03629 -4.68087
H 0.27282 6.87478 1.60169
H 3.89880 -1.53245 5.64993
H 0.75163 3.25844 -6.17271
H -0.72323 -5.35530 -2.63383
H 4.75952 -1.60490 -3.95940
H 2.32785 -1.67236 -3.93159
H 1.36460 2.23283 -4.03226
H -0.65834 -1.75196 -0.32528
H 4.00139 -3.85549 4.58043
H 2.25441 1.84103 -1.49019
H 5.98902 0.20352 -2.78941
H -5.30587 -3.52897 -0.01693
H -0.92616 -4.19124 -0.45657
H 0.08586 -1.59782 -4.52960
H -0.61464 7.76961 3.74949
H -2.15880 1.58744 -1.77244
H -1.34460 2.59132 -7.32582
H 3.20421 -4.08988 2.24851
H -1.32055 6.24466 5.54139
H -2.20896 -0.10796 -4.11569
H -3.30793 -1.94512 4.21442
H 4.69916 1.94335 -1.55987
H -1.15530 3.76951 5.23242
H -5.43746 -3.20962 4.25446
H 2.21102 -2.13481 -0.97460
H -1.82006 0.42523 -0.49232
H -3.19138 -2.25837 -0.05087
H -2.81948 0.89518 -6.27373

=====

Record 3
14
Properties=species:S:1:pos:R:3 method="wB97M-V/def2-TZVPD" orbital_gap_ev=5.80 e_homo_ha=-0.4343 total_energy_ev=-4750.643 e_above_lowest_kcal_mol=143.5 charge=+1
N -0.16314 1.85214 1.35626
C -0.18709 -1.50347 -0.33368
C -0.21383 0.36977 1.29944
C 0.27264 -0.22756 0.05530
H 0.11214 -2.09546 -1.17104
H 0.09680 -0.00523 2.26232
H 0.63803 2.26504 1.83284
H -0.08631 -2.10301 -3.57588
H 1.36384 -0.16546 0.04523
H -0.15657 2.28862 0.42913
H -1.00282 2.27137 1.76802
H -1.01768 -1.93845 0.21404
H 0.10633 0.44785 -0.81668
H 0.23766 -1.45615 -3.36532

=====

Record 4
25
Properties=species:S:1:pos:R:3 method="wB97M-V/def2-TZVPD" orbital_gap_ev=9.65 e_homo_ha=-0.3702 total_energy_ev=-45870.308 smiles="O=C1OC[C@@H](F)O1.C[N+](=O)[O-].ClCCCl" e_above_lowest_kcal_mol=0.0 charge=0
Cl 3.79249 0.33897 2.28973
Cl 0.95090 -0.18089 4.21933
F 0.41889 -0.87259 -0.99877
O 2.15610 0.76374 -2.75583
O -1.90649 -1.42781 0.07789
O 3.34797 1.62477 -1.03056
O -2.77910 -1.00758 2.09148
O 1.02390 1.24285 -0.96158
N -2.74832 -0.97845 0.86551
C -3.93287 -0.43797 0.06227
C 2.25934 1.17744 -1.50578
C 2.24563 -0.33477 1.73561
C 0.16962 0.26314 -1.64394
C 0.77525 0.41150 -3.00604
C 0.93675 0.06073 2.51477
H -3.63238 0.58940 -0.14344
H 0.34565 1.20137 -3.62221
H 2.32115 -1.41910 1.65426
H 0.07396 -0.48707 2.13581
H -4.77252 -0.52380 0.75200
H -3.94978 -0.99602 -0.87389
H 0.68814 -0.53637 -3.53712
H 2.27891 -0.01642 0.69367
H -0.89865 0.40018 -1.47624
H 0.83545 1.14478 2.46308

=====

Record 5
18
Properties=species:S:1:pos:R:3 method="wB97M-V/def2-TZVPD" orbital_gap_ev=8.87 e_homo_ha=-0.3032 total_energy_ev=-23117.149 smiles="c1nc[nH]n1.CONC=S" e_above_lowest_kcal_mol=37.6 charge=0
S -0.15247 -3.24481 0.56397
O 1.71273 0.03820 -0.65098
N -2.91778 1.22610 0.07505
N -2.47846 -0.66680 -0.91655
N -1.49910 -0.51258 -0.00684
N 1.29122 -1.33448 -0.40954
C -3.21820 0.42120 -0.87294
C -1.80970 0.62065 0.64074
C 2.66507 0.38748 0.33335
C 0.38751 -1.72796 0.52325
H -1.06740 1.13085 1.35414
H 2.27084 0.02565 1.25491
H 2.69118 1.51007 0.33465
H 0.35648 -1.05808 1.35619
H 3.63116 -0.02787 0.07923
H -2.56616 -1.46386 -1.62774
H 1.33944 -1.78450 -1.31683
H -4.08158 0.63643 -1.56958

=====

Record 6
133
Properties=species:S:1:pos:R:3 method="wB97M-V/def2-TZVPD" orbital_gap_ev=3.63 e_homo_ha=-0.2895 total_energy_ev=-223412.044 charge=0
As 1.12862 -1.42753 0.47713
Cu -1.43506 -5.51197 -2.63346
P -6.94357 -7.03941 -0.68917
F 0.89046 0.38013 0.26913
F 2.67013 -1.16255 1.26683
F 5.01791 8.39843 -0.39516
F -7.64074 -8.52205 -0.55714
F 0.22573 -1.55063 2.04207
F 9.22489 3.83635 -1.47505
F 1.99941 -1.45034 -1.12082
F -8.41144 -6.39469 -0.36663
F 4.92761 10.35505 -1.25603
F 10.67549 2.39060 -0.68580
F -0.45975 -1.57811 -0.34821
F -6.49982 -7.06102 0.90748
F 3.36293 9.68227 0.18801
F 1.25452 -3.22670 0.45004
F -6.10053 -5.65223 -0.78713
F 8.64596 2.03542 -0.44978
F -5.52816 -7.89305 -0.91792
F -7.27428 -6.91213 -2.29807
O 3.82787 7.44766 -2.48565
O 2.45102 9.34475 -2.41582
O 9.39345 2.39951 -3.71479
O 9.80497 0.49845 -2.56420
N 2.85561 4.11961 6.18695
N -5.29428 -1.69994 -6.81994
N -6.71724 3.64238 4.24279
N 8.40300 -9.10392 -2.08082
C -3.50555 -0.72189 -6.15377
C 1.92995 3.72667 7.08978
C -3.41670 -0.85042 -7.51763
C 0.33059 -9.81935 4.74844
C -7.86193 2.54089 4.21984
C -7.23156 4.99829 2.28388
C 0.05151 -11.09750 2.77152
C -6.00933 4.09835 2.01701
C 10.88238 1.58263 -5.46741
C 1.55320 -11.97915 4.53323
C -7.04767 5.04397 9.19020
C 7.10889 -8.29097 -0.48861
C 1.89658 4.69245 8.07943
C 3.69118 -1.11743 -9.83579
C 1.98709 6.24437 -3.54038
C 7.09507 -9.68204 -0.34771
C -8.33282 0.06719 4.76915
C -6.06960 3.81875 5.64364
C -7.09431 4.31472 6.77718
C 3.55651 5.23374 6.64662
C -5.57829 3.42934 3.28099
C 7.84865 -7.94650 -1.60104
C 3.37697 -1.54141 -12.14424
C 9.45667 1.79580 -4.95152
C -7.36700 5.03561 3.85280
C 7.91714 -10.20368 -1.37869
C 3.39998 0.74031 -11.36480
C 9.53347 1.67662 -2.58607
C 1.18562 -10.80939 5.23066
C 0.92083 -12.06239 3.30533
C 3.24433 -0.15417 -12.40133
C 2.85265 5.67069 7.82150
C 3.40852 6.81450 -3.71609
C 3.66169 0.24882 -10.07211
C 3.57089 -2.04831 -10.82529
C -4.69329 -1.22001 -5.78436
C -7.36994 1.18814 4.81507
C -4.54356 -1.42981 -7.97635
C 9.53644 2.52663 -1.26195
C 4.19551 9.34361 -0.79417
C 3.42018 8.73378 -2.02767
C -0.15502 -9.95791 3.49976
C -6.39446 4.15225 8.14460
H -9.33367 0.48532 4.87685
H 3.19574 3.60778 5.38543
H -8.38885 -0.49059 3.83434
H 10.84531 1.46928 -6.55086
H -8.74600 2.93892 4.71791
H -5.10464 4.57490 1.63948
H -6.78783 5.82475 4.33230
H 0.07580 -8.93844 5.31895
H 1.50768 -10.73096 6.25853
H -8.12785 4.65227 1.76906
H -5.39108 2.35913 3.19321
H -8.02807 -0.62563 5.55351
H -8.33837 4.95795 4.34119
H -6.26893 3.24991 1.38389
H 1.43712 5.99221 -4.44706
H 7.90215 -7.01115 -2.13830
H 6.57565 -10.22334 0.42919
H -5.53783 2.89453 5.86976
H -2.62817 -0.41882 -8.11626
H 3.72319 -1.46707 -8.81446
H 3.08220 6.62990 8.26153
H 9.00767 -9.13545 -2.88919
H 1.46453 6.86914 -2.81603
H -7.38439 5.34720 6.58239
H -7.17072 1.39407 5.86674
H 3.81166 0.99421 -9.30511
H 6.57131 -7.60203 0.14604
H 3.11341 0.19762 -13.41401
H -5.01971 -1.62159 -8.92656
H -5.31479 4.27845 8.06390
H 1.36769 2.82014 6.92104
H 3.31288 -2.22206 -12.98031
H 2.09205 5.26081 -3.08245
H -0.77237 -9.10645 3.25423
H -8.08669 4.77465 9.37997
H -6.41101 0.83225 4.43839
H -8.13395 2.42754 3.17042
H 4.40247 5.61335 6.09287
H -2.75166 -0.31913 -5.49360
H -6.21640 -2.11198 -6.82008
H 4.11177 5.99140 -3.84279
H -7.04209 6.09655 8.90707
H -6.62654 4.85911 10.17842
H 3.54625 7.54581 -4.51253
H -6.51732 3.10672 8.42719
H 3.48169 1.80896 -11.49792
H -5.09676 -1.28320 -4.78455
H 8.16173 -11.19127 -1.74095
H 1.31785 4.79531 8.98546
H -7.06801 6.02643 1.96091
H 1.06218 -13.05125 2.89473
H 8.93611 0.84004 -5.01175
H -5.39736 4.65466 5.45012
H 11.40803 0.68818 -5.13309
H -8.03454 3.77072 6.68712
H -0.55944 -11.26819 1.89744
H 2.19227 -12.64736 5.09133
H 8.86639 2.45914 -5.58370
H -4.65591 3.85022 3.68119
H 3.57072 -3.10466 -10.60046
H 11.40126 2.50094 -5.19250

=====

Record 7
117
Properties=species:S:1:pos:R:3 method="wB97M-V/def2-TZVPD" orbital_gap_ev=6.33 e_homo_ha=-0.3895 total_energy_ev=-57728.517 charge=+1
O 2.05177 -6.39353 5.27549
O -1.95079 6.03768 -1.49539
O -0.04546 -5.73650 1.19238
O -2.37617 -8.88014 1.08658
O -2.83410 3.54646 -5.97739
O -4.07768 9.67258 1.28723
O 1.99666 0.54347 -4.49138
N 4.01409 0.78676 1.26281
N 2.09494 1.01943 2.75567
N 1.68998 0.21085 0.51699
N 2.09909 -5.84852 2.27067
C -4.50550 10.15295 0.00338
C 2.59622 0.70200 1.55503
C -2.30446 7.14037 -0.64575
C -5.10375 11.52819 0.22563
C 2.81944 -4.59456 0.11375
C 1.95501 1.62802 -3.55858
C -1.52323 -9.35670 -1.07220
C 0.64361 -6.13742 2.17105
C 2.22135 -6.95150 6.58911
C 1.56895 1.02207 -5.77633
C 1.76642 2.89723 -4.36615
C 4.31264 -2.42561 0.69486
C -1.17595 5.10098 -0.73603
C -2.86498 -10.04090 -0.91994
C -4.34271 4.37168 -4.34782
C -3.13165 5.27855 -4.38929
C -2.10894 4.40494 -5.08721
C 4.26245 -3.90517 0.09792
C 4.35466 0.15280 -0.04377
C -0.20225 -6.93626 3.31263
C 0.97155 2.39736 -5.55297
C 2.77649 -5.98863 0.93881
C -4.12061 10.76074 2.22199
C 1.33044 -1.60918 -1.28701
C -4.23222 3.63733 -5.67024
C -3.04764 -10.04423 0.58563
C -4.30994 12.02838 1.41236
C 2.08726 -1.14975 0.04662
C 3.67395 -1.29704 -0.24389
C 3.13275 -6.00959 7.35092
C 2.55720 -5.05471 5.27757
C -0.79503 5.79470 0.55842
C -1.56734 -8.32567 0.03925
C 2.79507 -4.67452 6.72633
C -1.96771 6.72699 0.77147
H -4.09846 -10.01823 0.88162
H -1.74310 7.57447 1.41986
H -5.03263 12.17072 -0.65319
H -2.90052 -11.04086 -1.35504
H 1.91093 -1.23807 -2.20026
H -3.20236 10.77342 2.81314
H 2.87497 1.63949 -2.96663
H -0.63110 5.09816 1.38300
H -2.80156 5.61738 -3.40543
H 5.01135 -4.54139 0.69570
H -1.57473 3.76965 -4.37055
H 1.87205 -4.28297 7.16598
H 3.83113 -6.38042 1.14752
H 0.12095 6.37731 0.41498
H -1.00530 -6.28013 3.77256
H 2.65271 0.73214 3.57685
H 2.63230 -7.95989 6.50948
H 2.54635 -4.87429 -0.96293
H 3.49123 -5.05052 4.70561
H 1.84160 -4.39451 4.78254
H -4.80899 12.82040 1.97251
H -6.16003 11.43655 0.49778
H -0.73545 -7.84981 2.87055
H 4.63783 -3.88354 -0.97344
H 4.48461 0.19433 1.97867
H 3.85093 -1.61395 -1.32671
H -0.08413 2.30609 -5.27996
H 5.42950 -2.15868 0.80879
H -4.24741 3.66342 -3.51791
H -3.33869 12.40601 1.07660
H 0.46553 -7.33511 4.16790
H 1.30386 -2.75293 -1.35404
H -0.57676 -8.08622 0.42900
H -1.36389 -8.91468 -2.05702
H 3.57623 -3.92206 6.84670
H -3.64613 -9.43488 -1.39010
H 1.18426 1.46150 2.90741
H -2.57859 -10.92372 1.04019
H 2.48023 -6.62029 2.84806
H -5.28787 4.90480 -4.23422
H 2.97408 -6.04300 8.42961
H -2.80575 6.17471 1.20822
H 0.85466 0.31985 -6.21056
H 1.87632 -1.86309 0.92317
H -2.04268 -7.39865 -0.29666
H 1.97989 -3.94948 0.51916
H 4.17976 -6.25924 7.15105
H 5.48468 0.10787 -0.13078
H 2.21996 -6.77813 0.32918
H -4.96731 10.59032 2.89554
H -0.71771 -10.07443 -0.88489
H -1.71281 8.00716 -0.95827
H -0.30497 4.78735 -1.31726
H -4.66536 2.63526 -5.63156
H 0.26834 -1.21001 -1.26429
H 1.10639 1.45698 -2.88401
H -3.62476 10.20283 -0.64629
H -1.37591 4.98556 -5.65215
H 3.97569 0.80109 -0.90231
H -5.22016 9.45067 -0.43210
H 2.44878 1.07094 -6.42606
H 1.04217 3.04005 -6.43129
H -4.71752 4.19604 -6.47735
H -3.34917 6.16079 -5.00065
H -3.36270 7.37726 -0.77211
H 1.26767 3.68962 -3.80501
H -1.80377 4.22295 -0.54605
H 1.23319 -7.01314 7.05723
H 1.55688 0.87928 -0.25354
H 3.89971 -2.41323 1.76680
H 2.73770 3.27473 -4.70161